11
Properties=species:S:1:pos:R:3 method="wB97M-V/def2-TZVPD" homo_lumo_gap_ev=10.976 homo_energy_ev=-10.430 energy_ev=-9135.088 e_lumo_ev=0.546 spin_multiplicity=1
H -2.2031 1.2164 0.3060
N -2.4927 0.2013 0.0535
C -1.5113 -0.5730 -0.1356
N -0.1357 -0.1865 0.0558
C 0.5187 0.9980 -0.0852
N 1.7870 0.8111 -0.0503
C 1.9097 -0.5231 0.0186
N 0.7964 -1.1674 0.0278
H -1.5796 -1.7039 -0.3024
H 0.0736 1.9796 -0.0437
H 2.8369 -1.0526 0.1553


9
Properties=species:S:1:pos:R:3 method="wB97M-V/def2-TZVPD" homo_lumo_gap_ev="8.613 / 5.952" charge=+1 homo_energy_ev="-14.151 / -15.742" energy_ev=-15795.431 e_lumo_ev="-5.537 / -9.790" spin_multiplicity=3 s2=2.017
C -1.0444 -0.5670 0.2824
C 1.1613 0.1136 -0.3053
N -0.0854 0.5641 0.1343
O -0.7180 -1.6795 0.3970
O -0.3672 1.7188 0.4197
I -3.1163 0.0586 0.2877
H 0.8028 -0.1864 -1.3751
H 1.4181 -0.8210 0.1586
H 1.9491 0.7988 0.0007


9
Properties=species:S:1:pos:R:3 method="wB97M-V/def2-TZVPD" homo_lumo_gap_ev=9.491 homo_energy_ev=-9.986 energy_ev=-8742.412 e_lumo_ev=-0.496 spin_multiplicity=1
O 0.5148 1.5247 -0.4938
C 0.9752 0.8221 0.3669
C 0.8298 -0.7014 0.2865
N -0.2898 -0.9993 -0.1822
C -1.3487 -0.2524 -0.5137
O -2.1800 0.0867 0.2616
H 1.2655 1.2225 1.3502
H 1.6122 -1.4599 0.4416
H -1.3790 -0.2430 -1.5170


17
Properties=species:S:1:pos:R:3 method="wB97M-V/def2-TZVPD" homo_lumo_gap_ev=11.075 homo_energy_ev=-10.370 energy_ev=-6387.953 e_lumo_ev=0.705 spin_multiplicity=1 smiles=CCC.CO
C 0.5062 2.8479 -0.5002
C -0.8533 2.9406 0.2156
C -1.4034 1.5576 0.7390
H 0.8648 1.8302 -0.4361
H 1.2718 3.5714 0.0814
H 0.4309 3.3239 -1.4883
H -1.4999 3.2314 -0.7286
H -0.8141 3.5316 1.1343
H -2.4459 1.6461 0.9662
H -1.6132 0.6421 0.0660
H -0.8544 1.1737 1.6028
C 1.2355 -4.2163 -0.4972
O 0.5096 -5.2194 0.0986
H 1.9854 -4.8445 -1.1185
H 0.6875 -3.6133 -1.2554
H 1.8781 -3.6186 0.1428
H 0.1144 -4.7846 0.9776


11
Properties=species:S:1:pos:R:3 method="wB97M-V/def2-TZVPD" homo_lumo_gap_ev=10.771 homo_energy_ev=-9.579 energy_ev=-4712.590 e_lumo_ev=1.192 spin_multiplicity=1 smiles=C[C@H]1CN1
C 1.3309 -0.0292 -0.1084
C -0.0673 -0.2493 0.4380
C -1.2215 0.5317 -0.0199
N -1.1679 -0.9034 -0.0623
H 1.4012 0.5250 -1.0986
H 1.8475 0.6140 0.6616
H 1.7983 -1.1168 -0.1488
H 0.0732 -0.3373 1.5534
H -1.1873 1.1279 -0.8665
H -1.9820 0.9560 0.6114
H -0.8252 -1.1187 -0.9600


12
Properties=species:S:1:pos:R:3 method="wB97M-V/def2-TZVPD" homo_lumo_gap_ev=10.545 homo_energy_ev=-10.097 energy_ev=-11832.849 e_lumo_ev=0.448 spin_multiplicity=1 smiles="NOC(=O)OCO"
N -0.5386 -1.7815 -0.5999
O -0.9347 -0.5317 -1.2595
C -1.4585 0.4293 -0.3919
O -2.5839 0.8862 -0.5144
O -0.6120 0.7786 0.6009
C 0.8294 0.8435 0.2631
O 1.4988 0.0318 1.1890
H -0.0670 -1.4841 0.2605
H 0.2071 -2.1010 -1.2191
H 1.1163 1.8914 0.3797
H 1.1032 0.5361 -0.7493
H 1.4400 0.5014 2.0411


17
Properties=species:S:1:pos:R:3 method="wB97M-V/def2-TZVPD" homo_lumo_gap_ev=7.999 charge=-1 homo_energy_ev=-4.710 energy_ev=-42347.108 e_lumo_ev=3.289 spin_multiplicity=1 smiles="O=C([O-])[C@H]1S[C@H](Cl)N[C@@H]1C(F)(F)F"
O -3.5007 0.6179 0.5189
C -2.7808 -0.3848 0.7774
O -2.9952 -1.6042 0.7520
C -1.1917 -0.1880 1.0057
S -0.6500 -1.8458 0.6800
C 0.9274 -1.2059 -0.0560
Cl 2.2395 -1.0445 1.5127
N 0.7402 0.0248 -0.5858
C -0.3802 0.7916 -0.0184
C 0.1290 2.0681 0.5482
F -0.8126 2.9398 0.8488
F 0.9349 1.9369 1.6213
F 0.8676 2.7990 -0.3245
H -1.1959 0.2065 2.0526
H 1.4441 -1.9459 -0.7085
H 1.6077 0.5054 -0.7126
H -1.1267 1.1274 -0.7813


33
Properties=species:S:1:pos:R:3 method="wB97M-V/def2-TZVPD" homo_lumo_gap_ev=5.387 charge=-1 homo_energy_ev=-3.794 energy_ev=-85512.626 e_lumo_ev=1.593 spin_multiplicity=1
Al 2.0636 0.8881 -1.8477
S 4.9686 3.8054 -0.1372
Sb 4.6080 2.6432 -2.0521
S 4.2105 0.2688 -1.6217
S 2.2772 2.8820 -2.8072
S 5.9850 2.9499 -3.8246
N -0.4838 1.4669 -1.7502
C -0.8420 0.5812 -0.6582
C -2.2590 0.7372 -0.1018
C -2.6603 -0.1953 1.0540
C -2.4564 -1.6986 0.8282
N -1.0624 -2.1216 0.6644
C -0.1097 -1.9548 1.5885
N 1.1660 -1.9614 1.2289
N -0.4410 -1.9404 2.8907
C 0.3051 0.6388 0.3708
O 0.0961 0.3923 1.5589
O 1.4668 0.8340 -0.1256
H -0.4759 2.4473 -1.4888
H -1.0538 1.3525 -2.5784
H -0.7554 -0.4143 -1.0926
H -2.9443 0.5824 -0.9414
H -2.3947 1.7635 0.2505
H -3.7270 -0.0450 1.2428
H -2.1121 0.1026 1.9449
H -2.9931 -2.0216 -0.0630
H -2.8797 -2.2430 1.6768
H -0.7213 -2.1806 -0.2832
H 1.4180 -1.7235 0.2724
H 1.8609 -1.6835 1.9050
H -1.3992 -1.7223 3.1051
H 0.2168 -1.4737 3.4956
Cl 1.1285 -0.9567 -2.7039